1.
ORCA calculation (ωB97M-V with the def2-TZVPD basis set) on C5H11NO in the gas phase.

Geometry as XYZ:
```
18
Properties=species:S:1:pos:R:3:nbo_charge:R:1
C 1.45848 -1.42935 0.92038 -0.6161
C 0.21323 -1.73505 0.09231 -0.3896
C -1.02566 -0.88968 0.43196 -0.2069
N -0.93531 0.61502 0.31731 -0.6353
C -0.10690 1.16730 -0.62099 0.6740
C -0.28465 2.61411 -1.06683 -0.7126
O 0.76014 0.51156 -1.17209 -0.6372
H 2.17541 -2.25720 0.87477 0.2086
H 1.96264 -0.52652 0.56306 0.2289
H 1.18256 -1.27607 1.97016 0.1920
H 0.44728 -1.76506 -0.97683 0.2292
H -0.19530 -2.72150 0.36032 0.1909
H -1.83409 -1.29721 -0.20160 0.1913
H -1.25765 -1.15188 1.47370 0.1941
H -1.63008 1.25374 0.70711 0.3964
H 0.66273 2.89357 -1.53553 0.2449
H -0.53752 3.34102 -0.29067 0.2150
H -1.05531 2.65320 -1.84652 0.2322
```

Calculated values
- 2S+1: 1
- HOMO-LUMO gap: 10.2831 eV
- SMILES: CCCNC(C)=O
- Energy relative to the best compared isomer or geometry (same formula, charge and spin): 13.0 kcal per mole

---

2.
ORCA calculation (ωB97M-V with the def2-TZVPD basis set) on a molecular structure, C24H28As2O2PS3SbTi in a non-equilibrium geometry.

Geometry as XYZ:
```
62
Properties=species:S:1:pos:R:3:nbo_charge:R:1
Ti 0.62451 1.72820 0.98356 0.5913
C -1.95026 1.72722 4.05187 -0.9488
As -1.74864 1.14683 2.21757 1.0552
C -3.42084 1.79967 1.50823 -0.9553
C -2.15613 -0.76718 2.48322 -0.3408
C -3.38059 -1.20131 2.98584 -0.1417
C -3.62638 -2.55030 3.19612 -0.2336
C -2.64358 -3.48684 2.91183 -0.2149
C -1.41740 -3.06961 2.41140 -0.2176
C -1.17182 -1.71420 2.20225 -0.3410
As 0.49895 -1.08332 1.43784 1.0076
C 1.49091 -2.73136 1.18774 -0.9479
C 1.43641 -0.64162 3.11771 -0.9150
H -2.82835 1.25013 4.48834 0.2039
H -2.06210 2.81249 4.00513 0.2882
H -1.05177 1.48616 4.61473 0.2333
H -4.24520 1.48950 2.15002 0.2041
H -3.56144 1.44553 0.48920 0.2297
H -3.32394 2.88705 1.51004 0.2946
H -4.15560 -0.47930 3.21456 0.2011
H -4.58672 -2.87020 3.58234 0.2069
H -2.82724 -4.54134 3.07797 0.2062
H -0.65822 -3.80847 2.18959 0.2071
H 1.61088 -3.21930 2.15373 0.2187
H 2.46499 -2.46917 0.77588 0.2472
H 0.99597 -3.39714 0.48246 0.2285
H 1.45653 -1.52511 3.75704 0.2114
H 0.93995 0.18216 3.62856 0.2465
H 2.44833 -0.32013 2.87148 0.2427
S -2.09338 5.23032 2.54063 -0.9962
Sb -0.10166 4.84046 1.43287 0.9862
S -0.80397 3.16113 -0.28685 -0.7850
S 0.94398 3.06191 2.87595 -0.7050
O 3.05237 3.66060 0.10314 -0.5602
C 2.62111 2.59659 -0.25358 0.7519
O 2.51913 1.49433 0.51330 -0.8163
C 2.16456 2.34733 -1.70442 -0.8403
P 1.01763 0.92538 -1.59072 0.9244
C 0.01299 0.94088 -3.11391 -0.2460
C 0.52953 1.34561 -4.34286 -0.2216
C -0.25327 1.30041 -5.48630 -0.2036
C -1.56413 0.84532 -5.41181 -0.2131
C -2.09002 0.44802 -4.19178 -0.2154
C -1.30454 0.50326 -3.04689 -0.2042
C 2.10996 -0.52337 -1.91803 -0.2309
C 3.49995 -0.48256 -1.90734 -0.2216
C 4.24681 -1.63331 -2.13942 -0.2144
C 3.61431 -2.84184 -2.38687 -0.2284
C 2.22631 -2.89917 -2.38618 -0.2084
C 1.48716 -1.75178 -2.14577 -0.2453
H 3.03911 2.17784 -2.33450 0.2342
H 1.62068 3.22467 -2.04724 0.2760
H 1.55193 1.69929 -4.40869 0.2117
H 0.15751 1.62099 -6.43559 0.2065
H -2.17675 0.81282 -6.30428 0.2066
H -3.11620 0.10916 -4.12697 0.2102
H -1.72621 0.23012 -2.08580 0.2230
H 4.01644 0.44104 -1.68611 0.2191
H 5.32829 -1.58014 -2.12281 0.2095
H 4.19789 -3.73521 -2.57137 0.2069
H 1.71849 -3.83867 -2.56765 0.2069
H 0.40275 -1.81049 -2.14845 0.2155
```

Calculated values
- 2S+1: 2
- HOMO-LUMO gap (spin up / spin down): 5.9919 / 5.9919 eV
- Charge: -1
- Expectation value of S²: 0.7571
- Energy relative to the best compared isomer or geometry (same formula, charge and spin): 10.2 kcal per mole

---

- What is the 2S+1 in the first record?
  1

---

- The lowest energy relative to the best compared isomer or geometry (same formula, charge and spin) belongs to which entry?
  C24H28As2O2PS3SbTi